# 1
{"formula": "C57H51Cl3N4O6SSn", "method": "ωB97M-V/def2-TZVPD", "relative_energy_kcal_mol": 10.14, "homo_lumo_gap_ha": 0.2769, "molar_mass_g_mol": 1145.19, "symbols": ["Sn", "C", "C", "N", "C", "C", "C", "S", "N", "C", "O", "C", "C", "C", "C", "C", "C", "H", "H", "H", "H", "H", "H", "H", "H", "H", "H", "H", "H", "H", "H", "H", "C", "C", "C", "O", "C", "C", "O", "C", "O", "C", "C", "C", "C", "C", "C", "C", "C", "C", "C", "C", "C", "C", "O", "C", "C", "C", "C", "C", "C", "C", "C", "C", "C", "C", "C", "H", "H", "H", "H", "H", "H", "H", "H", "H", "H", "H", "H", "H", "H", "H", "H", "H", "H", "H", "H", "H", "H", "H", "H", "H", "H", "H", "H", "Cl", "C", "C", "C", "Cl", "C", "C", "C", "C", "N", "C", "C", "O", "H", "H", "H", "H", "Cl", "C", "C", "C", "C", "N", "C", "H", "H", "H", "H"], "coordinates": [[0.339, 0.160, -0.219], [7.148, -0.204, 0.511], [6.312, -1.331, -0.074], [4.964, -1.372, 0.508], [4.787, -2.306, 1.623], [4.335, -3.684, 1.161], [3.982, -0.627, -0.029], [2.433, -0.806, 0.798], [4.356, 0.173, -1.021], [3.486, 0.951, -1.697], [2.260, 1.016, -1.542], [4.084, 1.830, -2.746], [5.312, 1.540, -3.331], [5.815, 2.366, -4.325], [5.102, 3.490, -4.722], [3.878, 3.785, -4.133], [3.364, 2.950, -3.154], [8.180, -0.276, 0.165], [7.152, -0.247, 1.603], [6.742, 0.759, 0.203], [6.769, -2.301, 0.127], [6.222, -1.217, -1.151], [4.087, -1.889, 2.341], [5.756, -2.370, 2.120], [3.378, -3.613, 0.642], [4.211, -4.347, 2.018], [5.065, -4.132, 0.484], [5.861, 0.668, -3.001], [6.764, 2.135, -4.791], [5.499, 4.135, -5.496], [3.320, 4.659, -4.445], [2.396, 3.149, -2.707], [-5.757, 1.037, 2.676], [-4.406, 1.479, 2.163], [-4.195, 2.984, 2.316], [-4.273, 1.109, 0.793], [-2.927, 0.721, 0.534], [-2.278, 0.771, 1.960], [-3.399, 0.755, 2.828], [-1.144, -0.140, 2.499], [0.034, 0.179, 1.777], [-1.421, -1.640, 2.555], [-0.403, -2.544, 2.274], [-0.595, -3.909, 2.430], [-1.813, -4.397, 2.882], [-2.832, -3.504, 3.176], [-2.636, -2.139, 3.018], [-0.845, 0.382, 3.929], [-1.029, -0.365, 5.084], [-0.731, 0.171, 6.334], [-0.238, 1.459, 6.450], [-0.026, 2.208, 5.298], [-0.320, 1.670, 4.058], [-2.759, -0.528, -0.365], [-1.408, -0.862, -0.292], [-3.151, -0.199, -1.824], [-2.637, -0.996, -2.843], [-2.961, -0.766, -4.170], [-3.820, 0.273, -4.507], [-4.360, 1.055, -3.499], [-4.038, 0.816, -2.167], [-3.595, -1.771, 0.001], [-3.014, -3.020, -0.217], [-3.727, -4.188, -0.006], [-5.043, -4.137, 0.433], [-5.633, -2.902, 0.647], [-4.920, -1.730, 0.425], [-6.530, 1.331, 1.967], [-5.965, 1.506, 3.638], [-5.771, -0.045, 2.801], [-5.076, 3.522, 1.965], [-3.341, 3.322, 1.727], [-4.023, 3.226, 3.365], [-2.462, 1.512, -0.071], [-1.813, 1.761, 2.027], [0.564, -2.175, 1.962], [0.215, -4.594, 2.207], [-1.967, -5.462, 3.002], [-3.790, -3.868, 3.524], [-3.435, -1.453, 3.261], [-1.403, -1.376, 5.027], [-0.886, -0.432, 7.220], [-0.009, 1.874, 7.424], [0.383, 3.209, 5.367], [-0.106, 2.249, 3.168], [-1.975, -1.813, -2.582], [-2.538, -1.396, -4.945], [-4.067, 0.466, -5.544], [-5.043, 1.859, -3.745], [-4.480, 1.436, -1.399], [-1.978, -3.068, -0.523], [-3.248, -5.145, -0.178], [-5.601, -5.050, 0.604], [-6.662, -2.842, 0.982], [-5.414, -0.780, 0.552], [-0.766, 3.249, -3.984], [-0.178, 1.629, -4.113], [0.147, 1.119, -5.385], [0.631, -0.144, -5.530], [1.029, -0.740, -7.114], [0.825, -0.977, -4.399], [1.345, -2.287, -4.432], [1.490, -2.997, -3.272], [1.134, -2.399, -2.055], [0.645, -1.183, -2.001], [0.479, -0.456, -3.141], [-0.037, 0.876, -2.974], [-0.343, 1.312, -1.776], [0.009, 1.750, -6.251], [1.631, -2.717, -5.383], [1.880, -4.005, -3.276], [1.238, -2.926, -1.114], [4.095, 4.355, 1.726], [2.463, 4.008, 1.283], [1.465, 4.953, 1.432], [0.182, 4.605, 1.041], [-0.044, 3.343, 0.529], [0.924, 2.431, 0.404], [2.159, 2.757, 0.775], [1.691, 5.929, 1.838], [-0.636, 5.305, 1.126], [-1.022, 3.063, 0.163], [2.928, 2.002, 0.711]]}


# 2
{"formula": "C3H9NP2", "method": "ωB97M-V/def2-TZVPD", "relative_energy_kcal_mol": 17.68, "homo_lumo_gap_ha": 0.3481, "molar_mass_g_mol": 121.06, "symbols": ["C", "C", "C", "N", "P", "P", "H", "H", "H", "H", "H", "H", "H", "H", "H"], "coordinates": [[1.741, 1.136, -0.002], [-0.746, -0.227, 0.396], [-1.608, -0.756, -0.770], [0.394, -1.107, 0.728], [-0.188, 1.517, 0.134], [1.826, -0.670, -0.086], [2.247, 1.577, -0.981], [2.316, 1.746, 0.822], [-1.380, -0.075, 1.263], [-1.454, -0.251, -1.742], [-2.717, -0.689, -0.646], [-1.585, -1.864, -0.878], [0.266, -1.581, 1.597], [-0.208, 1.926, 1.441], [1.094, -0.680, -1.277]]}


# 3
{"formula": "C4H10N2O2", "method": "ωB97M-V/def2-TZVPD", "relative_energy_kcal_mol": 102.51, "homo_lumo_gap_ha": 0.3003, "molar_mass_g_mol": 118.14, "symbols": ["C", "C", "N", "O", "N", "H", "H", "H", "H", "H", "H", "C", "C", "O", "H", "H", "H", "H"], "coordinates": [[-0.089, -0.913, 1.123], [0.972, -0.586, 0.206], [2.253, -0.868, 0.555], [0.366, -1.539, 2.300], [0.696, 0.195, -0.830], [-0.253, -1.348, 3.010], [3.008, -0.293, 0.220], [2.386, -1.337, 1.438], [1.495, 0.601, -1.304], [-0.935, -1.419, 0.659], [-0.640, 0.343, 1.109], [-1.737, 0.667, -1.549], [-0.506, 1.311, -0.929], [-0.078, 2.390, -1.319], [-0.827, 1.208, 0.446], [-1.554, 0.520, -2.615], [-1.982, -0.288, -1.088], [-2.574, 1.355, -1.434]]}


# 4
{"formula": "C9H15N2", "method": "ωB97M-V/def2-TZVPD", "total_charge": 1, "relative_energy_kcal_mol": 52.38, "homo_lumo_gap_ha": 0.2681, "molar_mass_g_mol": 151.23, "symbols": ["C", "C", "C", "C", "C", "C", "C", "C", "C", "N", "N", "H", "H", "H", "H", "H", "H", "H", "H", "H", "H", "H", "H", "H", "H", "H"], "coordinates": [[1.630, 0.026, -0.075], [0.514, -0.031, -0.959], [1.565, -1.083, 0.830], [-0.340, -1.067, -0.590], [0.199, -1.638, 0.669], [2.520, -1.519, 1.729], [-3.093, 0.708, 0.678], [2.773, 0.980, -0.105], [0.172, 0.835, -2.108], [-1.834, 0.881, 0.624], [-3.818, 0.482, -0.458], [0.029, -2.619, 0.873], [-0.412, -1.095, 1.507], [2.276, -2.271, 2.407], [3.444, -1.069, 1.795], [2.373, 1.715, 0.488], [3.005, 1.368, -1.112], [3.620, 0.581, 0.420], [0.456, 1.882, -1.903], [-0.960, 0.855, -2.135], [0.558, 0.354, -3.137], [-1.435, 1.120, 1.481], [-1.284, -1.396, -0.971], [-3.638, 0.785, 1.644], [-4.784, 0.297, -0.297], [-3.535, 0.918, -1.298]]}


# 5
{"formula": "C22H50InNO8PS4", "method": "ωB97M-V/def2-TZVPD", "total_charge": -1, "homo_lumo_gap_ha": 0.2198, "molar_mass_g_mol": 730.70, "symbols": ["C", "O", "C", "In", "C", "N", "O", "C", "C", "C", "C", "C", "C", "C", "P", "S", "H", "H", "H", "H", "H", "H", "H", "H", "H", "H", "H", "H", "H", "H", "H", "H", "H", "H", "H", "H", "H", "H", "H", "H", "H", "H", "C", "C", "C", "S", "O", "O", "C", "H", "H", "H", "H", "H", "H", "H", "H", "C", "C", "C", "S", "O", "O", "C", "H", "H", "H", "H", "H", "H", "H", "H", "C", "C", "C", "S", "O", "O", "C", "H", "H", "H", "H", "H", "H", "H", "H"], "coordinates": [[-0.489, -6.594, -1.500], [-1.585, -6.471, -2.387], [-1.463, -5.306, -3.244], [-1.790, -3.343, -2.207], [-3.285, -2.099, -3.300], [-4.494, -1.807, -2.453], [-0.035, -2.250, -1.890], [0.544, -2.640, -0.663], [1.843, -1.894, -0.412], [2.503, -2.354, 0.897], [2.812, -1.813, -1.607], [3.176, -3.107, -2.368], [3.333, -4.360, -1.505], [2.256, -3.400, -3.578], [-2.868, -3.894, 0.068], [-3.086, -2.313, 1.250], [0.050, -7.523, -1.699], [0.194, -5.759, -1.643], [-0.838, -6.632, -0.467], [-0.528, -5.386, -3.806], [-2.270, -5.414, -3.967], [-2.868, -1.156, -3.634], [-3.633, -2.643, -4.175], [-5.073, -2.638, -2.418], [-4.178, -1.632, -1.504], [-0.137, -2.321, 0.142], [0.651, -3.731, -0.550], [1.534, -0.867, -0.220], [2.080, -1.845, 1.757], [3.571, -2.149, 0.864], [2.414, -3.435, 0.995], [3.731, -1.349, -1.261], [2.357, -1.126, -2.317], [4.160, -2.933, -2.804], [3.939, -4.133, -0.633], [2.393, -4.832, -1.243], [3.896, -5.096, -2.083], [2.861, -3.682, -4.438], [1.762, -2.476, -3.855], [1.531, -4.168, -3.336], [-2.105, -4.908, 0.698], [-4.127, -4.479, -0.205], [2.778, 3.950, -1.285], [4.274, 4.285, -1.251], [5.012, 3.022, -0.786], [3.992, 1.631, -1.291], [3.503, 0.971, -0.107], [4.656, 0.908, -2.346], [2.661, 2.602, -1.987], [2.204, 4.719, -1.804], [2.393, 3.870, -0.265], [4.607, 4.560, -2.255], [4.474, 5.133, -0.594], [5.994, 2.922, -1.242], [5.101, 2.984, 0.299], [1.716, 2.093, -1.811], [2.845, 2.693, -3.057], [1.302, 9.264, 1.506], [0.907, 7.823, 1.856], [1.334, 6.933, 0.682], [2.740, 7.752, -0.080], [2.374, 8.162, -1.411], [3.937, 6.980, 0.156], [2.735, 9.188, 0.986], [1.227, 9.926, 2.368], [0.644, 9.651, 0.726], [1.428, 7.512, 2.763], [-0.161, 7.732, 2.046], [1.637, 5.941, 1.004], [0.553, 6.854, -0.072], [3.041, 10.061, 0.415], [3.442, 9.000, 1.793], [-5.840, -2.612, 4.103], [-5.804, -1.176, 3.577], [-6.704, -0.329, 4.488], [-6.679, -1.129, 6.095], [-8.004, -1.622, 6.391], [-5.970, -0.299, 7.041], [-5.647, -2.507, 5.613], [-5.069, -3.225, 3.639], [-6.811, -3.065, 3.884], [-4.779, -0.805, 3.614], [-6.129, -1.120, 2.540], [-6.342, 0.690, 4.598], [-7.736, -0.318, 4.141], [-5.955, -3.396, 6.158], [-4.618, -2.250, 5.863]]}